C17H37Cl4Cu2N2O9P | ωB97M-V/def2-TZVPD

Calculated values
Electronic energy = -6919.86635 Ha
2S+1 = 1
E_LUMO = -0.271 eV
Gap between HOMO and LUMO = 0.2746 Ha
ΔE to the lowest compared entry with this formula, charge and spin = 0.0 kcal per mole
Highest occupied orbital energy = -7.7 eV
Molecular weight = 713.37 g mol⁻¹

Positions of all 72 atoms, in Å:
Cu1 -24.7875 28.0929 10.3585
Cu2 -26.7099 24.0771 10.2199
Cl1 -31.7857 27.3257 12.9882
Cl2 -30.7676 29.5247 8.0640
Cl3 -28.9882 27.6926 14.7881
Cl4 -27.8653 29.5245 6.3885
P1 -29.5676 22.1029 9.5051
O1 -27.0842 27.9281 10.4406
O2 -30.3689 22.0702 10.8514
O3 -23.4275 27.1085 11.8386
O4 -29.8485 20.6928 8.8896
O5 -28.1309 22.4287 9.6079
O6 -30.3970 23.0410 8.5497
O7 -25.8783 26.1445 10.0093
O8 -28.0643 25.9265 10.1637
O9 -25.1524 22.4217 9.4598
N1 -23.1148 23.1348 8.7011
N2 -22.7063 25.0473 12.4388
C1 -28.4909 28.1528 7.3473
C2 -27.0454 26.6894 10.1547
C3 -21.8593 22.7186 8.1186
C4 -29.8758 23.7840 12.5180
C5 -29.7042 22.3331 12.0939
C6 -23.5679 25.8873 11.8635
C7 -23.0253 23.6502 12.6051
C8 -21.6213 25.5422 13.2763
C9 -31.1016 25.1341 7.5713
C10 -23.9928 22.2161 9.1366
C11 -29.2766 20.3579 7.5958
C12 -29.2909 28.6301 8.5412
C13 -23.4199 24.5413 8.5505
C14 -30.2847 28.0995 12.4131
C15 -29.0492 27.4916 13.0053
C16 -30.1663 24.4657 8.5495
C17 -27.8889 19.7731 7.7720
H1 -24.4345 24.7922 8.8383
H2 -23.5574 21.2079 9.0745
H3 -21.4534 26.5980 13.1093
H4 -32.0831 24.6619 7.5067
H5 -22.8294 23.2789 13.6087
H6 -30.3187 24.8538 9.5626
H7 -27.1305 20.5322 7.9414
H8 -23.1570 24.8642 7.5425
H9 -29.2069 21.3091 7.0651
H10 -27.7025 27.4923 7.7011
H11 -30.6619 25.1379 6.5730
H12 -28.9113 26.4437 12.7565
H13 -24.4297 25.3952 11.3946
H14 -27.8838 19.0719 8.6084
H15 -28.6384 22.1016 12.0421
H16 -21.9374 22.7077 7.0267
H17 -30.8592 24.1718 12.2469
H18 -30.2142 28.0309 11.3294
H19 -30.1147 21.6734 12.8579
H20 -27.6427 19.1864 6.8828
H21 -20.7164 24.9549 13.1065
H22 -29.1282 24.7268 8.3510
H23 -21.5989 21.6923 8.3857
H24 -30.3640 29.1467 12.6925
H25 -29.9609 19.6631 7.1238
H26 -22.7488 25.1030 9.2148
H27 -28.6679 29.2717 9.1505
H28 -21.0314 23.3442 8.4493
H29 -31.3292 26.1550 7.8841
H30 -29.6296 27.7498 9.0808
H31 -29.1546 24.4348 12.0121
H32 -28.1560 27.9767 12.6155
H33 -24.0933 23.4773 12.4345
H34 -29.7370 23.8978 13.5931
H35 -22.5201 23.0166 11.8711
H36 -21.8690 25.3382 14.3231
H37 -29.1221 27.5852 6.6660


C9H14 | ωB97M-V/def2-TZVPD

Calculated values
Electronic energy = -351.27694 Ha
SMILES string = Cc1ccccc1.CC
2S+1 = 1
E_LUMO = 0.990 eV
Gap between HOMO and LUMO = 0.3661 Ha
ΔE to the lowest compared entry with this formula, charge and spin = 33.4 kcal per mole
Highest occupied orbital energy = -9.0 eV
Molecular weight = 122.21 g mol⁻¹

Positions of all 23 atoms, in Å:
C1 -0.9844 1.7585 -0.0457
C2 -1.2882 1.8701 1.3889
C3 1.0203 0.6491 0.4798
C4 0.0802 0.9595 -0.5092
C5 -0.1510 -2.4450 -1.3754
C6 0.4713 0.8313 -1.8941
C7 0.7089 0.6067 1.8169
C8 -0.3815 1.2783 2.2955
C9 0.3453 -3.8301 -1.0106
H1 -0.1978 -1.7942 -0.4352
H2 1.2479 1.3497 -2.2814
H3 -1.5323 2.2997 -0.7648
H4 -0.5875 1.2396 3.3502
H5 0.5577 -1.9245 -2.0556
H6 1.9226 0.1918 0.1286
H7 1.3637 -3.7497 -0.6398
H8 -0.4399 1.0853 -2.4676
H9 0.2988 -4.5598 -1.7527
H10 -1.1198 -2.3468 -1.8143
H11 -0.2586 -4.1259 -0.0943
H12 0.5650 -0.2877 -2.1000
H13 1.3915 0.0151 2.4296
H14 -2.1374 2.5375 1.6205